No. 1
A cluster of 3 separate species, C7H9ClN2O2S in total. Source: the Open Molecules 2025 dataset; level of theory: ωB97M-V/def2-TZVPD.

```
! wB97M-V def2-TZVPD RIJCOSX def2/J DEFGRID3
* xyz 0 1
C -1.86 0.49 -0.26
C -0.51 2.30 0.39
C -1.79 1.90 0.31
C 0.16 -3.93 -0.77
C -0.36 0.34 -0.40
C -1.03 -0.75 1.76
C 2.27 -0.18 -1.99
N 0.41 1.31 0.08
N -1.03 -0.67 0.35
O 1.04 -4.57 -1.08
O -0.75 -3.42 -0.33
S 0.81 -1.21 -1.96
Cl -3.22 2.89 0.51
H -2.77 0.40 -0.82
H -0.08 3.20 0.66
H -1.97 -0.23 2.24
H -1.01 -1.84 2.16
H -0.11 -0.36 2.09
H 2.57 0.20 -2.94
H 3.18 -0.76 -1.68
H 2.07 0.80 -1.57
H -1.24 -1.57 -0.03
*
```

Summary:
E_LUMO: -0.1 eV
HOMO: -7.8178 eV
energy relative to the best compared isomer or geometry (same formula, charge and spin): 3.286 eV
energy: -1390.33196 a.u.

=====

No. 2
A cluster of 3 separate species, C6H15NO2 in total. Source: the Open Molecules 2025 dataset; level of theory: ωB97M-V/def2-TZVPD.

```
! wB97M-V def2-TZVPD RIJCOSX def2/J DEFGRID3
* xyz 1 2
C -0.05 -1.58 -1.67
C -1.47 -1.06 -1.05
C -1.39 -0.87 0.38
C -1.04 0.36 0.92
C -0.61 0.47 2.25
C -0.17 1.57 2.92
N 0.79 -2.40 -0.90
H 0.44 -0.69 -2.04
H -0.31 -2.17 -2.54
H -2.10 -1.92 -1.24
H -1.92 -0.23 -1.60
H -1.46 -1.76 0.98
H -1.10 1.26 0.33
H -0.53 -0.49 2.75
H -0.32 2.60 2.61
H 0.25 1.46 3.91
H 0.97 -2.15 0.06
H 0.50 -3.37 -0.95
H 1.38 2.12 -2.10
H 0.45 1.84 -3.30
O 1.27 2.26 -3.04
H 2.56 2.25 1.21
H 1.46 1.16 1.13
O 2.39 1.33 0.98
*
```

Summary:
E_LUMO (spin up / spin down): -5.2 / -8.0 eV
⟨S²⟩: 0.7862
HOMO (spin up / spin down): -13.6874 / -13.4072 eV
energy relative to the best compared isomer or geometry (same formula, charge and spin): 1.750 eV
energy: -442.46935 a.u.

=====

No. 3
The ion C7H8N with charge +1. Source: the Open Molecules 2025 dataset; level of theory: ωB97M-V/def2-TZVPD.

```
! wB97M-V def2-TZVPD RIJCOSX def2/J DEFGRID3
* xyz 1 1
C 0.85 2.00 1.24
C 0.65 0.58 1.12
C -0.76 0.68 0.82
C 1.24 -0.56 0.45
C 0.03 -1.39 -0.03
C -1.29 -0.42 -0.09
C -1.32 0.13 -1.45
N -0.10 1.81 0.35
H 1.65 2.72 1.26
H 1.92 -0.44 -0.32
H 1.85 -1.12 1.04
H 0.29 -1.83 -0.92
H -0.24 -2.09 0.62
H -2.10 -1.03 0.08
H -0.54 0.72 -1.95
H -2.12 0.24 -2.22
*
```

Summary:
E_LUMO (spin up / spin down): -4.9 / -6.5 eV
HOMO (spin up / spin down): -14.0774 / -12.8641 eV
energy relative to the best compared isomer or geometry (same formula, charge and spin): 5.021 eV
energy: -325.72580 a.u.

=====

No. 4
A structure of composition C52H40Br2CdN4O8S. Source: the Open Molecules 2025 dataset; level of theory: ωB97M-V/def2-TZVPD.

```
! wB97M-V def2-TZVPD RIJCOSX def2/J DEFGRID3
* xyz -2 1
Cd 0.00 -0.41 -0.07
C 0.92 -1.03 -3.53
C 0.62 -2.48 -3.28
C 0.13 -3.28 -4.31
C -0.12 -4.63 -4.13
C 0.13 -5.19 -2.88
C 0.61 -4.42 -1.82
C 0.83 -5.07 -0.48
C 0.87 -3.05 -2.02
N 1.23 -2.22 -0.95
C 2.24 -2.57 -0.14
O 3.19 -3.33 -0.36
C 2.13 -2.01 1.29
C 3.19 -2.08 2.17
C 2.98 -1.65 3.47
C 1.72 -1.21 3.87
C 0.71 -1.19 2.93
N 0.93 -1.57 1.67
C -0.74 -0.85 3.30
O -0.94 -0.38 4.44
N -1.56 -1.15 2.33
C -2.94 -1.17 2.44
C -3.74 -0.21 1.80
C -3.07 0.98 1.18
C -5.12 -0.37 1.78
C -5.73 -1.46 2.39
C -4.94 -2.39 3.04
C -3.55 -2.26 3.07
C -2.68 -3.28 3.76
H 0.63 -0.75 -4.54
H 1.99 -0.84 -3.40
H 0.41 -0.37 -2.83
H -0.06 -2.82 -5.28
H -0.51 -5.24 -4.94
H -0.07 -6.24 -2.71
H 0.32 -6.04 -0.44
H 0.46 -4.44 0.33
H 1.89 -5.22 -0.29
H 4.14 -2.45 1.82
H 3.80 -1.67 4.19
H 1.49 -0.89 4.87
H -2.35 0.69 0.40
H -2.49 1.51 1.94
H -3.80 1.67 0.74
H -5.72 0.38 1.27
H -6.81 -1.57 2.37
H -5.40 -3.25 3.53
H -3.29 -4.06 4.23
H -2.07 -2.81 4.53
H -1.99 -3.74 3.05
Br -2.88 3.06 -3.10
C -3.26 1.24 -2.72
C -4.41 0.66 -3.28
C -4.74 -0.63 -3.01
Br -6.32 -1.36 -3.80
C -3.93 -1.42 -2.16
C -4.20 -2.76 -1.78
C -3.35 -3.42 -0.94
C -2.21 -2.76 -0.46
N -1.94 -1.52 -0.79
C -2.77 -0.83 -1.61
C -2.38 0.55 -1.87
O -1.35 1.06 -1.33
H -5.03 1.26 -3.93
H -5.09 -3.25 -2.17
H -3.54 -4.44 -0.64
H -1.52 -3.23 0.23
O 3.25 0.73 0.48
C 2.85 0.95 -0.67
O 1.64 1.01 -1.06
C 3.89 1.22 -1.74
C 5.24 1.03 -1.46
C 6.23 1.27 -2.42
C 5.80 1.69 -3.66
O 6.56 2.00 -4.76
C 5.63 2.33 -5.79
O 4.33 2.32 -5.24
C 4.47 1.88 -3.94
C 3.48 1.66 -3.01
H 5.50 0.70 -0.47
H 7.28 1.11 -2.21
H 5.70 1.59 -6.60
H 5.86 3.32 -6.18
H 2.43 1.79 -3.22
O 0.11 1.35 1.46
S 0.34 2.69 0.80
C -0.88 3.75 1.62
C -1.46 4.78 0.91
C -2.41 5.59 1.52
C -2.79 5.33 2.83
C -2.22 4.27 3.53
C -1.26 3.47 2.93
C 1.75 3.38 1.69
C 2.26 2.67 2.76
C 3.29 3.23 3.50
C 3.81 4.48 3.15
C 3.30 5.16 2.05
C 2.27 4.60 1.31
H -1.18 4.94 -0.13
H -2.88 6.39 0.96
H -3.54 5.95 3.31
H -2.54 4.05 4.54
H -0.84 2.62 3.45
H 1.86 1.69 2.99
H 3.70 2.69 4.35
H 4.61 4.91 3.74
H 3.71 6.12 1.77
H 1.86 5.12 0.45
*
```

Summary:
E_LUMO: 3.8 eV
HOMO: -2.5790 eV
energy: -8540.68008 a.u.

=====

No. 5
A structure of composition C41H37BaF5OP2. Source: the Open Molecules 2025 dataset; level of theory: ωB97M-V/def2-TZVPD.

```
! wB97M-V def2-TZVPD RIJCOSX def2/J DEFGRID3
* xyz 0 1
Ba -0.28 1.31 -1.03
C -0.79 4.09 4.83
C -0.50 2.79 4.77
C -1.39 1.60 4.92
C -2.03 1.05 3.60
C -3.16 1.88 3.05
C -3.48 3.13 3.46
C -3.33 3.82 4.79
C -2.10 4.78 4.91
C -1.26 3.30 -2.50
H 0.05 4.78 4.83
H 0.56 2.52 4.67
H -2.20 1.73 5.65
H -0.80 0.74 5.28
H -1.24 1.05 2.82
H -2.34 0.00 3.71
H -3.88 1.37 2.39
H -3.71 3.87 2.65
H -3.32 3.21 5.71
H -4.24 4.45 4.94
H -2.13 5.55 4.12
H -2.22 5.33 5.86
H -0.48 4.07 -2.58
H -2.27 3.65 -2.22
H -1.24 2.76 -3.47
P 2.66 -2.03 -1.33
P -0.22 -2.19 -3.25
C 1.23 -3.06 -0.98
C 0.11 -3.14 -1.74
C 3.94 -3.32 -1.24
C 3.80 -4.49 -0.48
C 4.58 -5.61 -0.76
C 5.66 -5.51 -1.65
C 5.91 -4.29 -2.29
C 5.04 -3.21 -2.13
C 2.80 -1.12 0.32
C 1.70 -0.31 0.64
C 1.79 0.59 1.71
C 2.78 0.41 2.67
C 3.73 -0.61 2.49
C 3.78 -1.34 1.29
C -0.65 -3.71 -4.33
C 0.35 -4.70 -4.52
C 0.12 -5.74 -5.42
C -1.10 -5.85 -6.09
C -2.11 -4.93 -5.84
C -1.89 -3.86 -4.97
C -1.94 -1.60 -2.89
C -2.43 -0.51 -3.63
C -3.70 0.02 -3.36
C -4.49 -0.54 -2.35
C -4.04 -1.68 -1.68
C -2.79 -2.23 -1.97
H 1.37 -3.74 -0.14
H -0.67 -3.89 -1.55
H 3.06 -4.57 0.31
H 4.35 -6.56 -0.29
H 6.31 -6.37 -1.83
H 6.77 -4.19 -2.95
H 5.19 -2.27 -2.69
H 0.75 -0.61 0.12
H 1.10 1.44 1.78
H 2.77 1.03 3.56
H 4.43 -0.81 3.29
H 4.54 -2.12 1.16
H 1.30 -4.64 -3.98
H 0.90 -6.48 -5.59
H -1.25 -6.63 -6.83
H -3.08 -5.04 -6.31
H -2.69 -3.13 -4.79
H -1.83 -0.09 -4.44
H -4.08 0.86 -3.96
H -5.45 -0.09 -2.09
H -4.68 -2.17 -0.93
H -2.50 -3.15 -1.48
F 0.39 8.01 2.31
C 0.47 6.69 2.05
C -0.70 5.95 1.85
F -1.92 6.53 1.98
C -0.63 4.69 1.31
F -1.74 4.15 0.72
C 0.63 4.08 1.11
O 0.67 2.98 0.41
C 1.80 4.76 1.50
F 3.01 4.20 1.36
C 1.72 6.09 1.84
F 2.84 6.84 1.80
*
```

Summary:
E_LUMO: -0.2 eV
HOMO: -6.2597 eV
energy relative to the best compared isomer or geometry (same formula, charge and spin): 1.429 eV
energy: -2867.08639 a.u.

=====

No. 6
A structure of composition C23H28N9O3W. Source: the Open Molecules 2025 dataset; level of theory: ωB97M-V/def2-TZVPD.

```
! wB97M-V def2-TZVPD RIJCOSX def2/J DEFGRID3
* xyz 3 1
W 0.34 0.00 -0.36
C -1.40 -3.69 -0.09
C -1.23 -2.46 0.72
C -1.72 -1.21 0.26
C -1.63 -0.06 1.08
C -0.99 -0.14 2.31
C -0.52 -1.39 2.79
C -0.67 -2.52 2.02
H -1.65 -3.47 -1.13
H -2.21 -4.28 0.34
H -0.50 -4.31 -0.05
H -2.37 -1.20 -0.60
H -2.24 0.80 0.87
H -0.97 0.72 2.97
H -0.09 -1.46 3.78
H -0.35 -3.48 2.41
N 3.58 -0.16 0.99
C 2.98 -1.06 0.23
N 3.39 -1.70 -0.89
N 2.32 -2.14 -1.48
N 1.23 -1.93 -0.72
N 1.64 -1.27 0.41
C 2.72 0.80 1.52
N 2.85 1.46 2.61
N 1.72 2.24 2.68
N 0.96 2.06 1.68
N 1.56 1.12 0.86
H 4.59 -0.10 1.07
C -0.41 3.99 -1.96
C -1.51 3.04 -2.48
C -1.83 2.22 -1.26
O -0.48 1.94 -0.69
C 0.34 3.20 -0.89
H -0.86 4.88 -1.51
H 0.26 4.31 -2.75
H -1.13 2.40 -3.28
H -2.39 3.57 -2.84
H -2.32 1.27 -1.45
H -2.36 2.79 -0.50
H 1.33 2.88 -1.18
H 0.37 3.70 0.07
C 0.62 0.70 -8.39
C 0.61 0.47 -6.92
C 1.77 0.71 -6.16
C 1.80 0.53 -4.80
C 3.11 0.75 -4.10
C 0.57 0.09 -4.15
C -0.60 -0.26 -4.95
C -1.86 -0.83 -4.36
C -0.54 -0.04 -6.29
C 0.46 0.07 -2.79
O -0.58 -0.28 -2.05
O 1.41 0.46 -1.90
H 1.40 1.39 -8.70
H -0.35 1.03 -8.75
H 0.81 -0.26 -8.88
H 2.67 1.04 -6.66
H 3.91 0.85 -4.83
H 3.37 -0.07 -3.43
H 3.10 1.68 -3.51
H -2.39 -0.10 -3.74
H -1.65 -1.71 -3.74
H -2.53 -1.14 -5.16
H -1.40 -0.28 -6.90
*
```

Summary:
E_LUMO: -12.8 eV
HOMO: -17.9844 eV
energy relative to the best compared isomer or geometry (same formula, charge and spin): 0.509 eV
energy: -1677.69521 a.u.

=====

No. 7
An isolated molecule of C3H8N2O. Source: the Open Molecules 2025 dataset; level of theory: ωB97M-V/def2-TZVPD.

```
! wB97M-V def2-TZVPD RIJCOSX def2/J DEFGRID3
* xyz 0 1
C -2.42 0.59 0.22
N -1.18 -0.25 0.41
C -0.09 -0.15 -0.40
O -0.14 0.23 -1.56
N 1.07 -0.49 0.25
C 2.34 -0.20 -0.36
H -2.57 1.16 1.17
H -2.61 -0.47 -0.14
H -2.22 1.35 -0.55
H -1.19 -0.81 1.25
H 1.01 -0.53 1.26
H 2.59 0.86 -0.31
H 3.11 -0.79 0.15
H 2.29 -0.50 -1.41
*
```

Summary:
E_LUMO: 0.8 eV
HOMO: -8.8394 eV
energy relative to the best compared isomer or geometry (same formula, charge and spin): 2.516 eV
energy: -303.79967 a.u.

=====

No. 8
A structure of composition C38H45AsInN3O3Te. Source: the Open Molecules 2025 dataset; level of theory: ωB97M-V/def2-TZVPD.

```
! wB97M-V def2-TZVPD RIJCOSX def2/J DEFGRID3
* xyz 2 1
In -1.49 0.51 1.68
C 3.79 -2.66 -2.01
C 2.81 -1.65 -1.49
C 2.92 -1.14 -0.20
C 2.06 -0.16 0.30
C 2.04 0.10 1.76
O 1.00 0.40 2.34
C 3.27 -0.13 2.55
C 4.53 0.29 2.13
C 5.64 0.04 2.92
C 5.51 -0.67 4.11
C 4.25 -1.09 4.53
C 3.14 -0.80 3.77
C 1.05 0.38 -0.54
O 0.27 1.36 -0.15
C 0.87 -0.23 -1.82
C 1.74 -1.22 -2.26
C -0.39 0.08 -2.55
N -1.38 -0.73 -2.51
C -1.41 -2.03 -1.85
C -2.25 -2.95 -2.75
Te -2.95 -1.67 -4.34
C -1.16 -1.53 -5.45
C -1.00 -0.41 -6.25
C 0.17 -0.25 -6.98
C 1.16 -1.22 -6.92
C 0.99 -2.35 -6.13
C -0.18 -2.51 -5.40
C -0.55 1.36 -3.25
C -1.82 1.86 -3.55
C -1.95 3.04 -4.25
C -0.83 3.73 -4.69
C 0.44 3.24 -4.40
C 0.58 2.07 -3.67
H 4.26 -3.22 -1.21
H 4.57 -2.16 -2.58
H 3.30 -3.38 -2.68
H 3.67 -1.56 0.47
H 4.64 0.83 1.20
H 6.61 0.39 2.61
H 6.38 -0.89 4.71
H 4.14 -1.64 5.46
H 2.15 -1.11 4.09
H 1.58 -1.67 -3.23
H -1.90 -1.89 -0.88
H -0.42 -2.45 -1.66
H -3.12 -3.37 -2.25
H -1.67 -3.77 -3.18
H -1.78 0.35 -6.31
H 0.29 0.62 -7.61
H 2.07 -1.10 -7.50
H 1.75 -3.11 -6.11
H -0.31 -3.41 -4.81
H -2.69 1.32 -3.20
H -2.94 3.43 -4.47
H -0.94 4.65 -5.25
H 1.31 3.76 -4.77
H 1.57 1.67 -3.48
C -4.13 -3.08 3.29
N -3.83 -2.29 4.47
C -4.42 -2.74 5.72
C -3.55 -2.32 6.89
C -3.32 -0.82 6.80
N -2.74 -0.50 5.50
C -1.90 0.68 5.37
C -3.01 -1.22 4.39
O -2.49 -0.88 3.29
H -3.64 -4.06 3.35
H -3.78 -2.56 2.41
H -5.21 -3.23 3.22
H -4.51 -3.83 5.69
H -5.42 -2.32 5.83
H -2.59 -2.84 6.83
H -4.02 -2.58 7.83
H -2.64 -0.49 7.58
H -4.27 -0.29 6.94
H -1.66 1.06 6.36
H -2.42 1.48 4.82
H -0.98 0.44 4.85
C 1.48 5.18 -1.39
As 0.65 3.59 -0.55
C 1.37 3.71 1.25
C -1.19 4.15 -0.30
H 1.50 5.96 -0.63
H 0.91 5.49 -2.25
H 2.50 4.95 -1.69
H 1.20 4.72 1.63
H 2.44 3.51 1.25
H 0.87 2.98 1.88
H -1.17 5.18 0.06
H -1.67 3.51 0.44
H -1.75 4.11 -1.23
*
```

Summary:
E_LUMO (spin up / spin down): -7.0 / -6.2 eV
HOMO (spin up / spin down): -12.2188 / -12.5689 eV
energy: -4558.39916 a.u.